1.
Density functional theory data (ωB97M-V/def2-TZVPD) for 2 unconnected molecules or ions with the total composition C5H11NO5.

```
22
Properties=species:S:1:pos:R:3:forces:R:3:lowdin_charge:R:1
H -2.981 -1.725 0.081 -0.50 -0.87 0.63 0.086
H 2.508 -1.687 1.239 -1.38 -0.33 0.05 0.128
C 1.022 0.477 -3.104 1.46 1.76 -0.46 0.001
H -3.007 -0.015 0.743 -0.24 -0.17 -0.21 0.103
O -0.668 1.096 1.337 1.28 -1.47 -0.94 0.015
O 0.881 -0.508 1.437 0.22 -1.34 -0.30 0.033
O -1.034 0.000 -2.311 -2.05 -0.34 -1.28 -0.069
H 1.247 1.793 2.209 -2.06 0.08 0.19 0.111
N 0.164 0.202 -2.164 1.28 0.34 2.04 -0.494
H 2.055 0.905 -2.860 -1.83 -1.11 -0.02 0.091
C 0.354 2.083 1.560 1.61 2.97 -0.06 -0.063
H 1.002 2.468 0.725 -1.29 -1.33 -0.57 0.096
H 1.252 -2.269 0.151 -0.63 0.96 -0.41 0.105
H -2.194 -0.517 -0.861 -0.52 0.46 0.62 0.080
O -1.213 -1.040 0.810 1.32 -0.59 0.70 0.040
C 1.390 -1.841 1.138 2.96 1.06 -0.81 0.023
C -0.274 -0.174 1.012 -2.14 2.35 -0.31 -0.477
H 0.529 0.856 -3.987 0.16 -0.51 -0.32 0.059
H -0.181 3.105 1.776 0.78 -2.43 0.52 0.130
O 0.582 0.143 -0.914 0.94 -0.16 0.56 -0.108
C -2.497 -0.788 0.175 1.42 1.46 -1.23 0.038
H 1.064 -2.566 1.809 -0.79 -0.81 1.61 0.071
```
Forces are in eV/Å.

LUMO energy   0.6571 eV
Total charge   0
Energy relative to the best compared isomer or geometry (same formula, charge and spin)   94.4 kcal/mol
HOMO-LUMO gap   8.20 eV
HOMO level   -7.538 eV
Max |F|   3.4 eV Å⁻¹

---

2.
Density functional theory data (ωB97M-V/def2-TZVPD) for 2 unconnected molecules or ions with the total composition C2H4N4O2.

```
12
Properties=species:S:1:pos:R:3:forces:R:3:lowdin_charge:R:1
C 2.087 -0.234 -0.120 3.01 5.59 5.43 -0.196
N -1.702 0.835 -0.152 -0.11 -4.59 1.64 0.041
C -0.392 0.392 -0.110 -0.62 2.53 1.07 -0.472
N 1.743 1.026 0.293 1.13 -3.16 -2.67 0.020
O -2.588 -0.540 -0.063 -1.93 5.61 3.61 -0.181
O -0.053 -0.854 0.304 -2.64 0.99 1.28 0.028
H 3.174 -0.455 0.329 -2.43 -0.34 -1.64 0.158
H -1.731 1.696 -0.706 -1.33 -0.71 -0.56 0.132
H -3.352 -0.118 1.118 3.04 -1.81 -4.80 0.323
H 1.263 -2.043 -0.360 0.12 -0.05 -0.30 0.154
N 0.459 1.348 -0.156 0.24 -0.45 -0.15 0.034
N 1.091 -1.053 -0.377 1.52 -3.62 -2.92 -0.040
```
Forces are in eV/Å.

LUMO energy   -0.8487 eV
Total charge   0
Energy relative to the best compared isomer or geometry (same formula, charge and spin)   209.8 kcal/mol
HOMO-LUMO gap   7.37 eV
HOMO level   -8.220 eV
Max |F|   8.4 eV Å⁻¹

---

3.
Density functional theory data (ωB97M-V/def2-TZVPD) for a gas-phase ion, C6H8N3S2 (charge +1).

```
19
Properties=species:S:1:pos:R:3:forces:R:3:lowdin_charge:R:1
H 0.803 3.237 -0.184 -0.02 -0.42 -0.10 -0.083
H -2.566 -2.954 -0.498 0.94 0.72 -0.77 0.136
N 2.673 0.171 0.177 0.00 -1.43 1.39 -0.006
N 2.251 0.742 1.388 0.08 2.55 -1.22 0.069
C -1.100 -1.182 -0.641 -2.90 1.72 1.45 -0.036
H -0.271 -1.728 -0.940 1.80 -0.04 -0.72 0.100
C -0.282 1.144 -0.326 -0.83 0.84 0.25 -0.684
H 2.374 0.204 2.194 0.28 -1.52 1.00 0.080
C 1.774 0.074 -0.805 1.27 -0.36 -0.12 -0.174
N 0.748 0.764 -0.973 0.41 -0.16 -0.59 0.085
H 3.341 -0.607 0.217 -0.17 0.63 0.02 0.164
C -3.285 -1.090 0.051 -2.04 0.13 1.00 -0.396
S -2.893 0.482 0.510 1.73 -0.80 -1.43 1.108
H -4.339 -1.291 0.345 1.00 -0.68 -0.56 0.093
H 2.755 1.623 1.538 -0.20 -0.43 -0.12 0.112
C -1.320 0.160 -0.190 1.29 -0.04 0.24 -0.502
S -0.427 2.800 0.140 -0.95 0.36 0.21 0.930
C -2.286 -1.880 -0.495 -2.31 -0.78 1.38 -0.136
H 2.051 -0.668 -1.508 0.61 -0.30 -1.32 0.140
```
Forces are in eV/Å.

LUMO energy   -4.5970 eV
Total charge   +1
Energy relative to the best compared isomer or geometry (same formula, charge and spin)   33.4 kcal/mol
HOMO-LUMO gap   8.12 eV
HOMO level   -12.719 eV
Max |F|   3.7 eV Å⁻¹

---

4.
Density functional theory data (ωB97M-V/def2-TZVPD) for a molecular structure, C11H8AlNO5.

```
26
Properties=species:S:1:pos:R:3:forces:R:3:lowdin_charge:R:1
C -1.513 -0.041 3.668 -1.13 -2.82 0.14 -0.055
N -1.146 1.466 1.751 -1.23 -0.39 -0.62 0.039
H 1.748 1.258 5.349 -0.97 -0.24 -0.69 0.138
C -0.994 -0.732 4.781 0.95 0.93 1.14 -0.008
H -0.162 -0.560 1.526 -0.29 -1.71 -0.58 0.012
C 0.201 -0.239 5.410 -1.36 -0.88 -0.66 -0.027
O -2.869 -4.797 -0.043 2.37 4.12 -2.65 0.002
H 0.592 -0.753 6.324 -0.27 0.62 -1.09 0.139
C -0.837 0.986 3.105 1.89 1.84 0.09 -0.347
H -1.500 -1.606 5.234 0.20 0.72 -0.57 0.133
C -2.360 -3.907 -0.607 -2.35 -4.08 2.66 0.011
H 0.813 2.387 3.297 0.11 0.45 -0.07 0.109
C -0.525 1.224 -2.530 -1.71 6.05 7.35 0.029
Al -0.120 0.464 0.414 0.39 1.99 0.20 0.645
O -0.012 -0.653 -3.945 -0.87 2.57 2.06 0.345
C -0.281 0.217 -3.186 2.33 -8.37 -6.90 -0.052
H -2.397 -0.481 3.158 0.56 0.43 0.41 0.141
C 1.637 1.919 0.229 4.11 4.55 -0.25 0.118
C 0.279 1.565 3.732 0.44 -2.12 0.47 -0.014
H -1.153 2.459 1.677 -0.30 1.16 0.23 0.135
O 2.555 -1.686 1.861 -1.80 3.32 -2.20 0.142
O -0.640 1.616 -1.319 0.45 -1.54 -1.76 0.013
O 2.445 2.761 0.164 -4.40 -4.76 0.36 0.236
C 0.826 0.873 4.843 0.42 1.09 0.60 -0.046
H -2.094 1.131 1.524 -0.05 0.50 0.21 0.147
C 2.100 -0.809 1.263 2.52 -3.44 2.14 0.015
```
Forces are in eV/Å.

LUMO energy (spin up / spin down)   -11.0721 / -11.0713 eV
Total charge   +2
Energy relative to the best compared isomer or geometry (same formula, charge and spin)   67.9 kcal/mol
HOMO-LUMO gap (spin up / spin down)   4.90 / 4.90 eV
HOMO level (spin up / spin down)   -15.970 / -15.970 eV
Max |F|   11.1 eV Å⁻¹

---

5.
Density functional theory data (ωB97M-V/def2-TZVPD) for a molecular structure, C19H9BCl5F2NO4PtS.

```
43
Properties=species:S:1:pos:R:3:forces:R:3:lowdin_charge:R:1
H -1.715 2.767 -3.623 0.00 -0.01 0.00 0.131
C 1.047 -3.107 0.071 -0.07 0.03 -0.03 -0.540
N -1.752 1.007 -0.795 0.08 0.00 0.03 -0.023
C -2.505 1.748 0.000 -0.01 -0.04 -0.05 -0.147
F 3.186 -1.021 2.084 0.05 0.03 0.05 0.101
O -0.028 -0.568 -1.930 0.06 -0.01 0.10 -0.011
Cl -0.322 1.974 5.255 0.01 0.00 0.01 0.710
Cl 0.047 4.404 0.482 0.02 0.00 0.02 0.687
C -3.076 2.908 -0.501 -0.01 -0.04 0.05 0.038
C 1.505 0.889 1.831 0.04 -0.01 -0.02 -0.173
C 1.693 -5.090 -1.766 -0.02 -0.01 -0.01 -0.093
O -0.047 0.601 -3.826 0.00 -0.01 0.00 0.187
Cl -1.002 4.360 3.395 0.00 -0.01 0.00 0.707
Pt -0.774 -0.462 0.091 -0.09 0.22 -0.13 1.034
H -3.690 3.515 0.151 0.00 0.00 0.00 0.137
H -0.964 -3.309 -0.648 0.00 -0.01 0.00 0.088
Cl 1.309 -0.400 4.210 0.02 0.00 0.03 0.758
C 1.218 2.012 1.045 -0.05 -0.01 -0.01 -0.613
Cl 1.784 2.152 -0.597 0.02 -0.12 0.01 0.756
O -1.820 0.169 1.670 0.00 -0.01 0.06 -0.176
C 2.357 -3.562 -0.025 0.00 0.01 0.01 -0.081
C -1.438 1.341 -2.046 0.00 -0.05 0.03 -0.170
H 3.124 -3.142 0.610 0.01 0.03 0.02 0.109
C 0.058 -3.655 -0.742 0.07 -0.01 -0.02 -0.133
H -3.241 4.162 -2.228 -0.01 0.00 0.00 0.121
C 0.443 3.072 1.511 -0.04 0.01 0.01 -0.700
B 2.239 -0.465 1.273 0.03 0.02 -0.05 -1.055
C 2.672 -4.553 -0.944 0.02 0.02 0.01 -0.076
C -0.446 0.376 -2.596 -0.06 0.07 -0.04 -0.442
C -1.968 2.481 -2.612 0.00 0.00 0.02 0.043
C -2.813 3.257 -1.818 0.02 0.03 -0.04 -0.012
C -2.571 1.221 1.435 0.05 0.06 0.01 -0.557
C 0.384 -4.640 -1.662 0.01 -0.01 0.00 -0.088
C 0.267 1.989 3.645 -0.03 0.00 -0.03 -0.699
H 0.629 -0.057 -4.061 0.01 0.00 0.00 0.162
S 0.586 -1.882 1.277 0.04 -0.13 0.03 0.858
H 3.694 -4.903 -1.016 0.00 0.00 0.00 0.105
C -0.040 3.062 2.816 0.02 0.00 -0.01 -0.711
O -3.254 1.790 2.246 -0.04 0.01 0.01 0.110
H 1.947 -5.863 -2.481 0.00 0.00 0.00 0.100
F 2.642 -0.447 -0.034 -0.06 -0.04 -0.06 0.076
H -0.389 -5.062 -2.291 0.00 -0.01 0.00 0.102
C 1.024 0.928 3.145 -0.06 -0.01 0.00 -0.620
```
Forces are in eV/Å.

LUMO energy   -1.7202 eV
Total charge   0
Energy relative to the best compared isomer or geometry (same formula, charge and spin)   0.0 kcal/mol
HOMO-LUMO gap   6.67 eV
HOMO level   -8.388 eV
Max |F|   0.3 eV Å⁻¹

---

6.
Density functional theory data (ωB97M-V/def2-TZVPD) for a molecular structure, C27H29F6GeN2O6OsP.

```
73
Properties=species:S:1:pos:R:3:forces:R:3:lowdin_charge:R:1
C -1.431 -1.009 2.275 -0.04 0.02 0.01 -0.113
N 3.754 1.405 2.511 0.09 0.35 -0.14 -0.229
C -1.638 -1.472 -1.938 -0.09 -0.10 -0.19 -0.269
F 2.014 -2.409 2.649 0.07 -0.03 0.02 -0.251
C 4.401 -1.171 3.340 0.29 -0.03 -0.04 -0.646
C -1.021 -2.704 -1.720 0.01 0.01 0.03 -0.087
H -0.680 1.423 -2.394 -0.01 0.00 0.00 0.102
C -4.728 0.855 -2.002 0.01 -0.05 0.04 -0.079
C -6.012 0.779 -2.541 -0.02 0.02 0.00 -0.056
H -0.167 -4.451 -2.615 0.00 0.01 0.00 0.113
H 2.379 2.834 -1.527 -0.01 0.00 -0.01 0.081
C -1.653 4.310 -0.918 0.00 0.00 0.00 -0.072
H -3.191 2.026 1.043 0.01 0.00 -0.01 0.107
H 3.743 4.444 2.029 0.01 0.00 0.02 0.120
C 3.190 2.107 0.300 -0.03 -0.10 0.05 -0.235
H 4.122 3.071 -1.355 -0.01 -0.01 0.00 0.113
H -7.860 -0.301 -2.612 0.01 0.00 0.00 0.114
H -2.910 4.458 0.814 0.01 -0.01 0.00 0.111
H -6.338 1.550 -3.227 -0.01 -0.01 0.00 0.115
C -1.172 2.081 -1.687 -0.03 0.03 0.04 -0.105
C -0.903 -3.076 -4.091 -0.01 0.01 -0.01 -0.065
H -0.614 -3.697 -4.929 -0.01 0.00 0.01 0.111
H -0.806 -3.043 -0.715 0.00 0.01 -0.02 0.089
H 6.301 -2.915 3.777 0.00 -0.01 0.01 0.102
F 1.893 -4.694 2.161 -0.03 0.03 -0.01 -0.062
F 2.427 -4.168 -0.069 -0.03 0.01 0.01 -0.075
C -6.864 -0.260 -2.192 0.01 0.01 -0.01 -0.067
C -1.029 3.456 -1.819 0.00 0.01 0.00 -0.077
H -7.114 -2.055 -1.035 -0.01 0.01 -0.01 0.116
C 4.495 3.673 1.832 -0.01 0.02 -0.03 0.013
C 6.615 -1.891 3.590 0.01 0.02 -0.03 -0.014
H -4.850 -1.981 -0.068 0.01 0.02 0.00 0.103
C -2.630 -1.019 1.322 -0.22 0.05 0.03 -0.203
H -4.065 1.671 -2.249 0.01 0.00 0.00 0.107
F 3.769 -3.491 1.652 0.07 0.05 0.04 -0.101
H 5.135 3.596 2.705 0.01 -0.01 0.00 0.093
C -6.452 -1.243 -1.305 0.02 -0.04 0.04 -0.057
C -4.381 -0.161 -1.148 -0.35 0.00 -0.04 -0.082
H 7.521 -1.867 2.996 0.01 0.00 0.00 0.096
P 2.223 -3.430 1.301 -0.08 -0.11 -0.04 0.217
H -0.440 3.862 -2.632 0.00 -0.01 0.01 0.108
C -1.947 1.552 -0.653 -0.01 0.09 -0.07 -0.286
O -0.172 -0.424 0.360 0.02 0.06 -0.08 -0.102
Os 2.929 -0.398 2.180 -0.34 -0.15 0.24 1.683
H -2.401 -0.117 -3.437 0.00 -0.01 0.02 0.096
H -1.729 -1.528 -5.329 0.00 0.00 0.01 0.109
O 5.612 -1.215 2.789 -0.17 0.01 0.03 -0.096
O 4.192 1.699 3.630 -0.07 -0.09 0.07 0.057
H 5.073 3.995 0.966 0.00 0.01 0.01 0.103
F 0.676 -3.159 0.982 0.02 0.02 0.00 -0.124
H -3.056 -2.015 1.220 0.03 -0.01 0.02 0.074
O 0.758 -0.045 2.346 0.01 -0.05 0.06 -0.100
C -5.173 -1.205 -0.746 0.01 0.01 -0.11 -0.075
C -2.571 2.417 0.244 0.01 0.00 -0.01 -0.093
O 1.970 0.649 -0.861 -0.39 -0.43 0.06 0.042
Ge -2.078 -0.364 -0.438 0.75 0.04 0.27 1.040
C -0.192 -0.443 1.637 0.06 -0.02 -0.01 -0.577
H 1.315 -0.062 -0.598 0.22 0.32 -0.12 0.103
C -1.527 -1.856 -4.318 0.01 -0.02 0.01 -0.069
C -0.653 -3.501 -2.794 0.00 0.00 -0.02 -0.059
C -2.420 3.792 0.116 0.00 0.00 -0.01 -0.067
H 6.748 -1.364 4.532 0.00 0.00 0.01 0.100
C 3.824 2.389 1.541 -0.03 -0.18 0.05 -0.165
H -3.425 -0.365 1.679 -0.02 -0.05 0.03 0.077
H -1.547 5.382 -1.027 0.00 -0.02 0.00 0.109
H 3.007 4.094 -0.446 0.01 -0.01 -0.01 0.097
C 3.167 3.085 -0.825 0.01 0.01 0.00 0.021
O 4.107 -1.540 4.444 -0.07 0.07 -0.09 0.080
N 2.595 0.940 0.267 0.19 0.19 -0.01 -0.049
F 2.559 -1.913 0.522 0.05 0.02 -0.13 -0.278
H -1.631 -0.486 3.208 0.02 0.03 -0.01 0.133
C -1.899 -1.059 -3.245 0.00 0.00 -0.01 -0.105
H -1.142 -2.029 2.545 0.01 0.01 0.03 0.135
```
Forces are in eV/Å.

LUMO energy (spin up / spin down)   -4.1460 / -5.7833 eV
Total charge   +1
Spin multiplicity   6
⟨S²⟩   8.82
Energy relative to the best compared isomer or geometry (same formula, charge and spin)   14.1 kcal/mol
HOMO-LUMO gap (spin up / spin down)   7.65 / 6.02 eV
HOMO level (spin up / spin down)   -11.797 / -11.799 eV
Max |F|   0.8 eV Å⁻¹

---

7.
Density functional theory data (ωB97M-V/def2-TZVPD) for a single C2H3ClF2S molecule.

```
9
Properties=species:S:1:pos:R:3:forces:R:3:lowdin_charge:R:1
C 1.239 -0.839 0.570 3.68 -4.72 2.51 -0.824
S 0.317 1.450 -0.177 -0.35 0.15 -0.44 0.720
H 0.229 1.698 1.182 -0.07 -0.97 -0.90 -0.107
H 0.786 -0.671 -1.411 -0.82 0.62 1.29 0.131
C 0.276 -0.436 -0.418 -0.07 1.87 -0.90 -0.431
H -0.711 -0.884 -0.412 0.04 0.09 0.48 0.085
F 2.509 -0.729 0.125 -0.80 0.72 0.10 0.020
F 1.284 -0.488 1.885 -1.08 0.24 -1.85 0.029
Cl 1.213 -2.911 0.747 -0.53 2.00 -0.28 0.379
```
Forces are in eV/Å.

LUMO energy   0.0284 eV
Total charge   0
Energy relative to the best compared isomer or geometry (same formula, charge and spin)   23.8 kcal/mol
HOMO-LUMO gap   10.27 eV
HOMO level   -10.245 eV
Max |F|   6.5 eV Å⁻¹

---

8.
Density functional theory data (ωB97M-V/def2-TZVPD) for 5 unconnected molecules or ions with the total composition C24H25B4F4NO6.

```
64
Properties=species:S:1:pos:R:3:forces:R:3:lowdin_charge:R:1
C -0.209 0.057 -5.246 0.01 -0.09 -0.11 -0.098
C 0.561 5.416 -3.014 0.00 -0.01 0.01 -0.095
C -2.570 -0.160 -5.374 -0.08 0.03 -0.03 -0.285
H 1.711 -5.841 -1.854 -0.04 0.01 -0.02 0.115
C -1.402 0.375 -5.881 0.00 -0.07 0.05 -0.025
C 1.875 5.099 -2.695 0.04 0.01 0.02 -0.081
H -3.538 -1.385 -3.920 0.00 -0.01 -0.01 0.118
O 2.414 -3.743 -1.544 0.13 -0.10 -0.53 0.293
B 1.998 -2.423 -1.638 -0.28 0.00 0.08 -0.685
C -0.232 2.565 1.662 -0.02 0.01 -0.04 -0.076
C -1.660 -3.356 6.917 0.01 -0.03 0.01 -0.082
C -0.198 -0.777 -4.136 -0.02 0.02 -0.04 -0.060
H -0.347 3.269 0.848 0.01 0.00 0.00 0.106
C 0.557 2.890 2.758 -0.01 -0.02 0.00 -0.091
H -1.208 -4.338 6.868 0.00 0.01 0.00 0.105
C -0.705 0.464 2.649 -0.05 -0.08 -0.04 -0.282
C 2.421 3.883 -3.083 -0.07 0.01 -0.02 -0.008
C -0.876 1.338 1.596 0.05 0.03 0.04 -0.009
H -2.368 -3.602 8.948 -0.01 0.00 0.00 0.117
O 4.133 0.303 -2.774 -0.03 -0.09 0.09 0.203
H -0.272 2.568 -4.683 0.01 0.06 0.07 0.094
H -0.209 -2.137 1.327 0.04 -0.09 0.17 0.067
H -1.093 -2.817 4.917 -0.01 0.00 0.00 0.098
O 0.191 -4.380 -1.091 0.28 -0.30 0.35 0.258
C -2.180 -1.248 5.892 -0.05 0.04 -0.04 -0.087
O 0.798 -2.073 -1.045 0.53 -0.37 0.09 0.316
H 0.171 0.024 4.548 0.01 -0.01 0.00 0.111
C -1.596 -2.505 5.823 0.00 0.01 0.02 -0.094
F -3.738 0.145 -5.981 0.02 0.00 0.01 0.051
C -0.217 4.513 -3.728 -0.01 -0.01 -0.01 -0.074
F -3.506 -1.312 9.243 0.01 0.00 -0.01 0.053
C 0.706 1.983 3.798 -0.01 0.00 0.01 -0.076
O 4.836 -1.497 -1.360 -0.45 -0.12 0.27 0.217
H -3.297 0.140 7.124 0.00 0.00 0.00 0.118
H -1.242 4.757 -3.975 0.00 0.00 0.00 0.107
H 5.350 -0.891 -0.827 0.38 0.18 -0.17 0.110
H -2.137 -0.586 5.038 -0.04 0.00 0.01 0.084
H 2.483 5.801 -2.141 -0.01 0.00 0.00 0.105
B 3.902 -0.890 -2.156 0.00 0.00 -0.13 -0.777
H 0.144 6.365 -2.708 0.00 0.00 0.00 0.101
C 0.069 0.750 3.753 0.07 0.05 -0.01 -0.020
H 1.056 3.848 2.799 0.00 0.00 0.00 0.102
C -2.832 -0.833 7.046 0.04 -0.06 0.00 -0.010
H 3.337 0.574 -3.251 0.16 0.21 -0.01 0.078
N -0.108 -3.077 0.971 -0.69 0.28 -0.42 0.266
C -2.305 -2.960 8.081 0.01 0.02 -0.05 -0.017
B 0.243 -3.176 -0.384 -0.20 0.28 0.01 -0.705
F 2.139 1.822 -4.177 0.05 -0.03 -0.07 0.036
H -1.382 -1.956 -2.794 0.00 0.01 0.00 0.103
H 3.438 3.602 -2.847 0.01 0.01 0.00 0.121
C -2.877 -1.704 8.115 -0.02 0.02 0.06 -0.287
B 1.447 -4.734 -1.522 -0.07 0.23 0.05 -0.306
H 0.720 0.468 -5.621 -0.06 -0.06 0.00 0.102
O 2.677 -1.488 -2.355 0.10 -0.03 0.12 0.335
H 0.735 -1.009 -3.645 0.01 0.02 0.00 0.090
H 1.322 2.231 4.653 0.00 0.01 0.00 0.107
H -1.491 1.056 0.752 0.00 0.00 0.00 0.121
C 0.309 3.292 -4.129 -0.01 0.09 0.01 -0.001
C -2.594 -0.994 -4.274 0.03 -0.02 0.00 -0.009
F -1.325 -0.746 2.591 0.01 0.05 0.03 0.027
C 1.617 3.017 -3.793 -0.01 -0.02 0.07 -0.259
H -0.818 -3.693 1.338 0.22 -0.14 0.13 0.099
H -1.439 1.018 -6.750 0.00 0.00 -0.02 0.120
C -1.390 -1.305 -3.658 -0.04 0.06 0.00 -0.056
```
Forces are in eV/Å.

LUMO energy   0.3093 eV
Total charge   0
HOMO-LUMO gap   9.59 eV
HOMO level   -9.281 eV
Max |F|   0.9 eV Å⁻¹